Formula: C36H34As2ClNO3Rh
Source: OMol25
Level of theory: ωB97M-V/def2-TZVPD

maximum force	0.45	eV/Å
2S+1	5
net charge	+1
HOMO-LUMO gap (spin up / spin down)	7.364 / 6.130	eV
<S²>	6.02

Last column: Mulliken charge in e.
Geometry (Å):
Rh: -0.002 -0.030 0.144  0.43
C: -2.315 -0.740 2.865  -1.44
C: -2.110 0.757 3.049  -1.31
As: -1.474 1.691 1.443  2.43
C: -1.148 3.430 2.200  -0.21
C: -2.188 4.124 2.815  -0.13
C: -1.933 5.346 3.419  -0.77
C: -0.649 5.876 3.409  -0.53
C: 0.384 5.185 2.794  -0.64
C: 0.137 3.959 2.189  -0.33
C: -3.058 1.940 0.364  0.30
C: -3.794 0.828 -0.039  0.05
C: -4.863 0.975 -0.913  -0.84
C: -5.192 2.230 -1.403  -0.55
C: -4.447 3.337 -1.022  -0.84
C: -3.379 3.195 -0.145  -0.63
As: -0.763 -1.594 2.046  1.56
C: 0.570 -1.506 3.438  0.16
C: 0.238 -1.350 4.780  -0.11
C: 1.237 -1.307 5.744  -0.75
C: 2.569 -1.434 5.372  -0.54
C: 2.905 -1.601 4.035  -0.73
C: 1.907 -1.628 3.070  -0.49
C: -1.299 -3.443 2.058  0.38
C: -2.468 -3.803 1.393  -0.25
C: -2.887 -5.125 1.399  -0.77
C: -2.133 -6.088 2.057  -0.55
C: -0.960 -5.730 2.704  -0.70
C: -0.537 -4.406 2.707  -0.39
H: -3.159 -0.950 2.211  0.65
H: -2.518 -1.245 3.808  0.77
H: -1.336 0.957 3.793  0.48
H: -3.022 1.253 3.381  0.62
H: -3.195 3.724 2.818  0.35
H: -2.740 5.888 3.896  0.41
H: -0.455 6.832 3.879  0.40
H: 1.384 5.601 2.782  0.42
H: 0.940 3.416 1.711  0.17
H: -3.526 -0.165 0.299  -0.05
H: -5.432 0.106 -1.218  0.46
H: -6.023 2.345 -2.087  0.42
H: -4.694 4.317 -1.409  0.42
H: -2.800 4.066 0.134  0.46
H: -0.796 -1.271 5.090  0.34
H: 0.974 -1.184 6.787  0.42
H: 3.345 -1.410 6.126  0.40
H: 3.941 -1.714 3.744  0.46
H: 2.177 -1.753 2.028  0.35
H: -3.052 -3.063 0.857  0.21
H: -3.798 -5.404 0.887  0.42
H: -2.460 -7.119 2.062  0.39
H: -0.370 -6.481 3.214  0.41
H: 0.375 -4.135 3.223  0.36
Cl: -3.325 1.056 -6.496  -0.22
C: -2.524 1.099 -4.954  0.07
C: -2.066 2.334 -4.447  -0.65
C: -1.429 2.407 -3.242  -0.53
C: -1.203 1.248 -2.455  0.08
O: -0.552 1.373 -1.339  -0.08
C: -1.696 0.018 -2.965  1.14
C: -1.654 -1.197 -2.233  -0.65
O: -1.349 -1.331 -1.035  -0.63
C: -2.335 -0.034 -4.233  -1.09
H: -2.228 3.231 -5.032  0.45
H: -1.074 3.353 -2.853  0.46
H: -1.967 -2.105 -2.768  0.33
H: -2.691 -0.986 -4.610  0.43
N: 3.743 1.939 1.475  -0.41
C: 2.685 1.391 0.868  0.57
O: 1.658 1.115 1.501  -0.27
C: 2.743 1.127 -0.612  -0.36
C: 1.994 -0.141 -0.915  -1.40
H: 3.696 2.130 2.462  0.26
H: 4.576 2.175 0.966  0.19
H: 3.777 1.100 -0.971  0.51
H: 2.250 1.974 -1.100  0.21
H: 2.433 -1.041 -0.482  0.55
H: 1.720 -0.275 -1.958  0.47